Below is an isolated ion of composition C6H13N and charge -1 in a non-equilibrium geometry, with properties calculated with ωB97M-V/def2-TZVPD.

multiplicity = 2
<S²> = 0.75
net charge = -1
orbital gap (spin up / spin down) = 3.045 / 5.608 eV
HOMO energy (spin up / spin down) = 0.5 / -2.1 eV

Each line ends with the Mulliken charge.
CARTESIAN COORDINATES (ANGSTROEM)
1 C 1.413086 1.070763 -1.259030  -0.158
2 N 0.474044 -0.026320 -1.458059  -0.454
3 C -0.744020 -0.286659 -0.644219  -0.786
4 C -0.605234 -0.128467 0.895164  -0.104
5 C -1.603260 -0.962446 1.642872  -0.657
6 C -2.335571 -0.625586 2.804315  -0.562
7 C 2.841365 0.651849 -1.634644  -1.252
8 H 1.182095 1.899792 -1.923789  0.294
9 H 1.406472 1.390944 -0.196637  0.267
10 H 1.056465 -0.843378 -1.279744  0.239
11 H -1.235436 -1.211688 -0.932893  0.387
12 H -1.389849 0.479523 -1.105965  0.260
13 H -0.849294 0.939348 1.017015  0.144
14 H 0.428558 -0.308554 1.267782  0.109
15 H -1.703587 -1.984524 1.239001  0.181
16 H -3.450406 -0.612235 2.668875  -0.041
17 H -2.012451 0.310414 3.295987  0.135
18 H 3.474734 1.469254 -1.999334  0.368
19 H 2.845087 -0.109377 -2.424651  0.347
20 H 3.392659 0.362774 -0.727791  0.286

Forces on atoms 1 to 2 (eV/Å):
C -0.22 0.33 0.60
N 1.21 -2.41 -0.41